DFT (ωB97M-V with the def2-TZVPD basis set) results for a structure of composition C10H30Cu3O18S2 at a distorted geometry.

Last column: Mulliken charge in e.
Atoms and positions in Å:
1 Cu -2.1543 2.8109 -15.4593  0.502
2 Cu -4.2529 6.9235 -17.1836  -0.038
3 Cu -0.5077 5.0458 -19.5603  0.583
4 S -1.1248 6.0058 -16.4082  1.051
5 O -0.1839 6.8003 -15.6500  -0.513
6 O -1.2671 4.6834 -15.8486  -0.402
7 O -2.4628 6.5986 -16.4754  -0.371
8 O -0.6088 6.0005 -17.8156  -0.307
9 S -3.6422 3.7931 -18.3657  0.908
10 O -4.6144 3.0555 -19.1380  -1.033
11 O -2.3370 3.9110 -19.0506  -0.216
12 O -4.2248 5.1468 -18.1210  0.113
13 O -3.3958 3.1512 -17.0715  -0.005
14 C -0.6690 4.5713 -23.5528  -0.434
15 C -0.2291 3.5411 -22.4928  -0.243
16 O -0.9641 3.7509 -21.2646  -0.138
17 O 0.4614 4.9843 -24.3087  -0.513
18 H -0.9211 5.5111 -23.0324  0.181
19 H -1.5778 4.2758 -24.0827  0.351
20 H 0.8054 3.7686 -22.2381  0.318
21 H -0.2292 2.5424 -22.9254  0.299
22 H -1.6385 3.0400 -21.1956  0.398
23 H 0.1207 5.3979 -25.1098  0.322
24 C -1.6019 -0.1254 -20.9637  -0.740
25 C -2.8295 0.6935 -20.5557  0.149
26 O -3.0285 1.9472 -21.2372  -0.773
27 O -1.5038 -0.0998 -22.4188  -0.482
28 H -1.6490 -1.1677 -20.6527  0.401
29 H -0.6782 0.3506 -20.6327  0.310
30 H -2.8138 0.8009 -19.4671  0.107
31 H -3.7304 0.1573 -20.8754  0.383
32 H -3.4736 2.5257 -20.5924  0.156
33 H -2.2884 -0.6243 -22.6328  0.298
34 C -7.1914 6.6691 -16.6699  -0.136
35 C -6.4000 5.8938 -15.6446  -0.098
36 O -5.1651 6.5055 -15.2141  -0.350
37 O -6.2770 7.4064 -17.5286  -0.380
38 H -7.8186 7.4497 -16.2333  0.323
39 H -7.7275 6.0215 -17.3626  0.284
40 H -6.2120 4.9076 -16.0833  -0.079
41 H -6.9361 5.5140 -14.7733  0.496
42 H -5.3104 7.0685 -14.4417  0.280
43 H -6.5853 7.3208 -18.4399  0.339
44 C -6.8449 0.2213 -18.6069  -0.325
45 C -7.0156 0.8807 -17.2085  -0.385
46 O -5.7789 0.8249 -16.5248  -0.568
47 O -6.1043 0.9080 -19.6410  -0.571
48 H -7.8677 0.2834 -19.0109  0.286
49 H -6.5861 -0.8343 -18.6574  0.335
50 H -7.8702 0.4371 -16.7008  0.431
51 H -7.2795 1.9440 -17.3136  0.141
52 H -5.1867 1.5015 -16.8635  0.175
53 H -5.5210 1.6447 -19.3320  0.381
54 C -7.4142 3.2069 -21.3349  0.229
55 C -6.3432 4.3589 -21.3012  0.057
56 O -6.3154 4.9530 -20.0537  -0.489
57 O -7.3131 2.4260 -22.4433  -0.357
58 H -8.3787 3.7136 -21.2622  0.375
59 H -7.2705 2.6517 -20.3978  -0.143
60 H -6.5416 5.0222 -22.1444  0.516
61 H -5.3775 3.9029 -21.5409  -0.153
62 H -5.6518 4.3876 -19.5948  0.315
63 H -6.7176 1.6746 -22.2618  0.447

## Properties
**E_LUMO (alpha / beta)**: -6.047 / -10.754 eV
**Maximum force**: 0.0881 Eh/bohr
**Multiplicity**: 4
**Highest occupied orbital energy (alpha / beta)**: -14.6 / -14.6 eV
**Charge**: +2

---

DFT (ωB97M-V with the def2-TZVPD basis set) results for an isolated molecule of C6H12N2O at a distorted geometry.

Last column: Mulliken charge in e.
Atoms and positions in Å:
1 H -2.2840 -0.1508 1.7765  0.273
2 N -1.9603 0.7409 2.1547  -0.711
3 C -0.8776 1.1584 1.6556  -0.391
4 C -0.0244 0.5484 0.5888  1.404
5 C 1.2570 1.3232 0.3295  -1.774
6 C -0.9457 0.4335 -0.8074  -0.238
7 N -0.5108 0.8950 -1.8896  -0.564
8 H -1.2279 1.2062 -2.5403  0.241
9 C 0.1835 -0.9497 0.7840  -0.763
10 O -0.2747 -1.5861 -0.4638  -0.336
11 C 0.7338 -1.9230 -1.4104  -0.685
12 H -0.5156 2.1094 2.0417  0.403
13 H 1.7509 0.9583 -0.5733  0.338
14 H 1.9501 1.2191 1.1676  0.446
15 H 1.0311 2.3763 0.1697  0.429
16 H -1.9941 0.2534 -0.5435  0.416
17 H -0.4706 -1.3745 1.5493  0.344
18 H 1.2370 -1.1858 0.9750  0.326
19 H 0.2501 -2.5257 -2.1768  0.230
20 H 1.5255 -2.4959 -0.9184  0.312
21 H 1.1665 -1.0306 -1.8689  0.301

## Properties
**SMILES string**: [H]/N=C\[C@](C)(/C=N/[H])COC
**E_LUMO**: 0.912 eV
**Maximum force**: 0.0585 Eh/bohr
**Highest occupied orbital energy**: -9.3 eV
**Charge**: 0

---

DFT (ωB97M-V with the def2-TZVPD basis set) results for a structure of composition C16H16ClCoF3N3O6S3 at a distorted geometry.

Last column: Mulliken charge in e.
Atoms and positions in Å:
1 Co 1.4845 4.3320 1.3441  0.162
2 S 2.5318 5.2007 -0.6485  -0.560
3 C 0.8782 5.5609 -0.7188  0.600
4 N 0.1096 4.9210 0.2856  -0.450
5 C -1.2076 5.2728 0.4102  0.212
6 C -1.9854 4.9433 1.5697  -0.642
7 C -3.1836 5.5725 1.6935  -0.427
8 C -3.5241 6.5576 0.7197  -0.343
9 C -2.7568 6.9099 -0.4186  -0.615
10 C -1.5305 6.3036 -0.4821  0.636
11 S -0.1269 6.7194 -1.4889  -0.283
12 H -1.5845 4.1109 2.2553  0.227
13 H -3.8964 5.3602 2.4910  0.356
14 H -4.4713 7.0688 0.9043  0.259
15 H -2.9221 7.6707 -1.1730  0.341
16 Cl 1.6722 2.5636 2.7417  -0.477
17 F 6.0068 -0.6532 -1.7405  -0.192
18 C 4.9488 -1.1600 -1.2863  0.541
19 F 4.5476 -2.4182 -1.9222  -0.279
20 F 5.1839 -1.4748 0.0337  -0.249
21 S 3.5340 0.1817 -1.5187  1.122
22 O 3.5532 0.5541 -2.9276  -0.688
23 O 4.1235 1.1042 -0.5455  -0.618
24 O 2.2089 -0.3558 -1.3770  -0.693
25 H 1.7885 -2.1873 -1.7761  0.304
26 C -0.6361 -5.9958 0.0082  -1.228
27 C -0.6667 -4.7269 0.8868  -1.057
28 C -0.6463 -3.4145 0.1667  2.214
29 C -1.1461 -2.2821 1.1036  -1.134
30 C -0.3638 -2.0496 2.3689  -1.069
31 C -1.8283 -3.3626 -0.8917  -0.171
32 O -3.0493 -3.4281 -0.6930  -0.630
33 N -1.3422 -2.9715 -2.1717  -0.035
34 C -0.1643 -2.3890 -2.4385  0.368
35 O 0.0039 -1.6247 -3.3997  -0.621
36 N 0.9258 -2.7261 -1.6200  0.025
37 C 0.8093 -3.2746 -0.3061  -0.029
38 O 1.7873 -3.3730 0.4488  -0.583
39 H -1.0726 -5.8094 -0.9933  0.290
40 H -1.1704 -6.8301 0.4788  0.370
41 H 0.4409 -6.2820 -0.0956  0.276
42 H 0.2149 -4.7354 1.5676  0.379
43 H -1.5747 -4.8529 1.5484  0.408
44 H -2.1381 -2.6053 1.5155  0.367
45 H -1.2661 -1.3139 0.6296  0.484
46 H 0.3641 -2.9037 2.5052  0.228
47 H -0.9624 -2.0762 3.2631  0.354
48 H 0.2261 -1.0795 2.3894  0.258
49 H -2.1273 -2.5519 -2.6959  0.289

## Properties
**E_LUMO (alpha / beta)**: 4.116 / 4.116 eV
**Maximum force**: 0.1050 Eh/bohr
**Multiplicity**: 5
**Highest occupied orbital energy (alpha / beta)**: 0.7 / -2.3 eV
**Charge**: -2

---

DFT (ωB97M-V with the def2-TZVPD basis set) results for a structure of composition C5H6N at a distorted geometry.

Last column: Mulliken charge in e.
Atoms and positions in Å:
1 C 1.7024 0.5450 -0.0830  0.597
2 C 0.6638 1.3731 -0.2015  -0.671
3 C -0.2550 0.3782 -0.0052  0.561
4 C 0.9607 -1.0750 0.1203  -0.627
5 C -1.6612 -0.0263 -0.0567  -0.824
6 N 2.3205 -0.4836 0.0053  -0.299
7 H 0.6568 2.4475 -0.1393  0.415
8 H 0.7336 -1.4056 1.1136  0.378
9 H 0.7304 -1.7238 -0.6440  0.440
10 H -1.6545 -1.1044 -0.2417  0.357
11 H -2.2348 0.6626 -0.7590  0.344
12 H -1.9627 0.4125 0.8912  0.329

## Properties
**E_LUMO**: -5.080 eV
**Maximum force**: 0.0852 Eh/bohr
**Highest occupied orbital energy**: -15.7 eV
**Charge**: +1

---

DFT (ωB97M-V with the def2-TZVPD basis set) results for a cluster of 6 separate species, C29H71N2O10S in total.

Last column: Mulliken charge in e.
Atoms and positions in Å:
1 C 3.7379 -1.8247 -5.3152  -1.022
2 C 4.3597 -0.7460 -6.2172  -0.249
3 C 3.3529 0.0379 -7.0594  -0.623
4 C 2.4030 1.0262 -6.3268  0.622
5 C 2.8668 1.3831 -4.9131  -1.984
6 C 0.9066 0.6451 -6.3491  -0.376
7 C 0.4790 -0.1885 -5.1370  -0.847
8 N -0.9974 -0.5057 -5.2101  -0.035
9 C -1.4251 -1.1229 -6.5191  -0.157
10 S -0.8872 -2.8333 -6.6265  -0.055
11 C -0.9561 -0.1725 -7.6208  -0.856
12 N 0.4817 0.0447 -7.6099  -0.196
13 H 3.7016 -1.5049 -4.2734  0.266
14 H 4.3220 -2.7414 -5.3295  0.441
15 H 2.7227 -2.0687 -5.6370  0.052
16 H 5.0166 -0.0844 -5.6578  0.192
17 H 5.0197 -1.2491 -6.9247  0.447
18 H 2.8111 -0.6945 -7.6552  0.296
19 H 3.9191 0.6279 -7.7797  0.063
20 H 2.4541 1.9636 -6.8804  0.493
21 H 2.8264 0.5392 -4.2251  0.367
22 H 3.8917 1.7406 -4.9269  0.477
23 H 2.2362 2.1726 -4.4981  0.441
24 H 0.3400 1.5823 -6.2778  0.314
25 H 1.0050 -1.1384 -5.0835  -0.161
26 H 0.6002 0.3617 -4.2076  0.577
27 H -1.5021 0.3664 -5.0371  0.463
28 H -1.2079 -1.1501 -4.4472  0.413
29 H -2.5126 -1.1856 -6.5124  0.434
30 H 0.4286 -2.6271 -6.7539  0.099
31 H -1.2919 -0.5175 -8.5940  0.400
32 H -1.4272 0.7986 -7.4406  0.440
33 H 0.9397 -0.8446 -7.7656  0.240
34 C 10.0841 -1.0594 -8.0835  -0.711
35 O 9.5348 -0.1135 -8.9857  -0.374
36 C 8.1606 -0.3025 -9.2527  -0.714
37 C 7.2746 0.5990 -8.4182  -0.180
38 O 7.3767 0.3420 -7.0268  -0.225
39 C 8.2837 1.2052 -6.3574  -0.899
40 H 11.0170 -0.6466 -7.7044  0.254
41 H 9.4153 -1.2544 -7.2426  0.285
42 H 10.2983 -2.0013 -8.5985  0.328
43 H 7.8811 -1.3517 -9.1056  0.335
44 H 7.9983 -0.0594 -10.3071  0.383
45 H 6.2329 0.4184 -8.7057  0.183
46 H 7.5022 1.6492 -8.6271  0.380
47 H 7.8121 2.1714 -6.1473  0.302
48 H 9.1899 1.3702 -6.9414  0.406
49 H 8.5534 0.7316 -5.4148  0.271
50 C -0.9819 2.2124 -1.5037  -0.740
51 O -1.3899 0.9598 -2.0517  -0.349
52 C -0.7757 -0.1498 -1.4092  -0.166
53 C -1.6391 -0.7746 -0.3317  -0.978
54 O -1.8814 0.1124 0.7376  -0.229
55 C -3.1374 0.7789 0.6635  -0.939
56 H -1.7314 2.9516 -1.7788  0.270
57 H -0.9120 2.1663 -0.4174  0.323
58 H -0.0133 2.5143 -1.9149  0.287
59 H 0.1981 0.1355 -1.0002  0.332
60 H -0.5974 -0.9073 -2.1857  0.312
61 H -1.1027 -1.6372 0.0750  0.390
62 H -2.5824 -1.1358 -0.7554  0.407
63 H -3.9384 0.1237 1.0185  0.307
64 H -3.3625 1.1056 -0.3531  0.460
65 H -3.0856 1.6501 1.3136  0.267
66 C -2.7658 0.7672 6.2268  -0.314
67 O -3.1487 0.5530 4.8784  -0.424
68 C -2.2389 -0.2505 4.1460  0.125
69 C -2.6515 -1.7064 4.0927  -0.504
70 O -2.6682 -2.3271 5.3621  -0.406
71 C -3.9505 -2.3672 5.9677  -0.779
72 H -3.6495 1.0900 6.7753  0.311
73 H -2.3776 -0.1408 6.6916  0.339
74 H -2.0069 1.5523 6.2943  -0.126
75 H -1.2287 -0.1595 4.5603  0.254
76 H -2.2199 0.1323 3.1234  -0.016
77 H -1.9218 -2.2461 3.4800  0.359
78 H -3.6313 -1.8016 3.6094  0.320
79 H -4.5461 -3.1869 5.5518  0.313
80 H -4.4912 -1.4280 5.8342  0.325
81 H -3.8118 -2.5455 7.0319  0.286
82 C -8.1071 -4.7798 10.7312  -0.685
83 O -8.8318 -3.8468 9.9482  -0.375
84 C -8.1234 -2.6516 9.6805  -0.578
85 C -7.4544 -2.6584 8.3221  -0.408
86 O -6.4609 -3.6624 8.2011  -0.341
87 C -6.9234 -4.8485 7.5794  -0.873
88 H -8.5822 -5.7514 10.6063  0.247
89 H -7.0646 -4.8520 10.4152  0.287
90 H -8.1428 -4.5028 11.7898  0.320
91 H -7.3838 -2.4607 10.4653  0.345
92 H -8.8495 -1.8335 9.7006  0.376
93 H -6.9576 -1.6940 8.1778  0.341
94 H -8.2050 -2.7706 7.5326  0.348
95 H -6.9427 -4.7302 6.4899  0.325
96 H -7.9205 -5.1254 7.9258  0.416
97 H -6.2271 -5.6460 7.8338  0.270
98 C -0.6419 4.4857 8.1841  -0.736
99 O 0.0576 3.4778 7.4730  -0.389
100 C -0.0196 3.6117 6.0673  -0.071
101 C 1.1855 4.3100 5.4726  -0.709
102 O 1.3200 5.6479 5.9121  -0.376
103 C 2.2237 5.8085 6.9927  -0.723
104 H -0.2636 4.4888 9.2048  0.257
105 H -0.4863 5.4730 7.7455  0.336
106 H -1.7147 4.2666 8.2050  0.300
107 H -0.9411 4.1315 5.7826  0.345
108 H -0.0661 2.5999 5.6514  0.126
109 H 1.0631 4.3397 4.3851  0.359
110 H 2.0958 3.7422 5.6931  0.369
111 H 3.2579 5.8081 6.6326  0.317
112 H 2.1049 5.0226 7.7408  0.318
113 H 2.0133 6.7711 7.4553  0.250

## Properties
**E_LUMO**: -2.795 eV
**Maximum force**: 0.0090 Eh/bohr
**Highest occupied orbital energy**: -10.2 eV
**Charge**: +1

---

What energy relative to the best compared isomer or geometry (same formula, charge and spin) values result from the calculations? In sequence: 1.041; 2.832; 1.674; 5.169; 0.434 eV.